Computed, not measured: C4H7NS2 in the gas phase, with ωB97M-V/def2-TZVPD.

Bonds (Å) are listed after each position.
Atoms and positions in Å:
1 C -0.773 -0.515 0.356  C2 1.422, C4 1.397, N5 1.348
2 C -2.062 -0.601 0.951  C1 1.422, H8 1.077, H9 1.105
3 C 1.755 1.762 -0.540  S7 1.708, H10 1.071, H11 1.131
4 C -0.663 -1.414 -0.707  C1 1.397, H12 1.073, H13 1.136
5 N 0.184 0.230 0.945  C1 1.348, S7 1.546
6 S 2.718 -1.178 0.180  S7 1.939
7 S 1.654 0.410 0.499  C3 1.708, N5 1.546, S6 1.939, H14 1.536
8 H -2.276 -0.653 2.005  C2 1.077
9 H -3.015 -0.665 0.395  C2 1.105
10 H 2.731 2.193 -0.462  C3 1.071
11 H 0.823 1.799 -1.181  C3 1.131
12 H -1.453 -1.846 -1.290  C4 1.073
13 H 0.336 -1.916 -0.910  C4 1.136
14 H 2.147 0.978 1.838  S7 1.536

- Calculated total energy: -1007.44368 hartree
- Multiplicity: 1
- Charge: 0
- Molar mass: 133.241 g/mol
- HOMO level (alpha / beta): -7.47 / -6.99 eV
- Energy relative to the best compared isomer or geometry (same formula, charge and spin): 762.88 kJ/mol